# 1
155
Properties=species:S:1:pos:R:3:mulliken_charge:R:1 method="wB97M-V/def2-TZVPD" total_energy_ha=-2900.29535 orbital_gap_ev=9.78 smiles="COC(=O)OC.C1CCOC1.C1CCOC1.C1CCOC1.C1CCOC1.C1CCOC1.C1CCOC1.C1CCOC1.C1CCOC1.C1CCOC1.C1CCOC1.C1CCOC1" homo_ha=-0.341 de_lowest_ev=0.763 e_lumo_ev=0.500
C -0.50 -3.58 1.70 -0.28
O 0.40 -3.84 2.80 0.05
C 1.14 -4.96 2.90 0.60
O 1.13 -5.87 2.08 -0.59
O 1.85 -4.86 4.06 -0.25
C 2.82 -5.85 4.39 -0.79
H -0.06 -3.88 0.75 0.20
H -0.73 -2.52 1.75 -0.05
H -1.44 -4.14 1.78 0.07
H 2.47 -6.83 4.72 0.32
H 3.37 -5.47 5.24 0.28
H 3.59 -5.94 3.62 0.31
C 3.62 -0.63 5.49 -1.04
C 3.25 -1.59 4.40 -0.23
C 1.87 -1.22 4.03 0.79
O 1.83 0.18 4.27 -0.18
C 2.76 0.58 5.33 -0.39
H 4.69 -0.44 5.46 0.40
H 3.49 -1.08 6.48 0.34
H 3.47 -2.65 4.58 0.21
H 3.79 -1.41 3.47 0.17
H 1.03 -1.72 4.51 0.39
H 1.82 -1.34 2.94 -0.96
H 2.28 0.87 6.27 0.33
H 3.35 1.45 5.05 0.19
C 3.64 1.47 1.76 0.65
C 4.44 2.31 0.80 -0.90
C 3.45 3.26 0.15 -0.12
O 2.33 3.23 0.99 -0.23
C 2.54 2.43 2.17 0.10
H 4.21 1.04 2.59 0.33
H 3.24 0.58 1.26 -0.63
H 4.92 1.71 0.03 0.32
H 5.16 2.95 1.32 0.34
H 3.13 2.92 -0.83 -0.06
H 4.00 4.20 0.11 0.26
H 1.57 1.95 2.33 -0.37
H 2.87 2.93 3.08 0.36
C -0.58 3.98 3.27 0.66
C -0.65 4.60 1.89 -0.20
C -2.15 4.47 1.53 -0.09
O -2.80 4.40 2.79 -0.51
C -1.86 4.49 3.86 -0.72
H 0.28 4.26 3.88 0.50
H -0.69 2.89 3.23 -0.64
H -0.04 4.16 1.10 -0.31
H -0.49 5.68 1.83 0.38
H -2.39 3.54 1.02 -0.05
H -2.48 5.32 0.93 0.37
H -2.24 3.88 4.68 0.31
H -1.77 5.51 4.24 0.33
C -1.48 -2.45 -5.46 -0.58
C -1.66 -1.10 -6.07 0.17
C -3.17 -0.89 -6.10 -0.43
O -3.64 -1.83 -5.13 -0.51
C -2.62 -2.53 -4.51 0.62
H -0.59 -2.55 -4.84 0.32
H -1.62 -3.25 -6.19 0.32
H -1.23 -0.96 -7.06 0.52
H -1.16 -0.35 -5.45 -0.52
H -3.53 -1.16 -7.09 0.31
H -3.48 0.12 -5.86 0.13
H -2.92 -3.55 -4.26 0.38
H -2.36 -1.94 -3.63 -0.56
C -3.36 2.70 -1.84 0.63
C -4.59 3.08 -2.61 -0.88
C -4.10 3.51 -4.00 -0.57
O -2.65 3.45 -3.89 -0.37
C -2.37 2.42 -2.97 1.14
H -3.56 1.87 -1.17 -0.09
H -3.13 3.57 -1.23 -0.06
H -5.13 3.92 -2.15 0.32
H -5.30 2.26 -2.67 0.30
H -4.37 4.52 -4.30 0.38
H -4.54 2.86 -4.74 0.19
H -1.33 2.36 -2.66 -0.69
H -2.52 1.48 -3.50 -0.40
C 4.11 -0.16 -4.39 -0.65
C 2.76 -0.15 -3.73 0.85
C 1.72 -0.03 -4.88 0.48
O 2.55 0.55 -5.89 -0.52
C 3.95 0.78 -5.52 -0.54
H 4.44 -1.12 -4.79 0.34
H 4.91 0.21 -3.75 0.31
H 2.64 0.78 -3.17 -0.57
H 2.60 -0.99 -3.05 0.12
H 0.87 0.53 -4.48 -0.53
H 1.33 -1.00 -5.18 0.15
H 4.08 1.82 -5.23 0.24
H 4.70 0.50 -6.26 0.35
C 4.51 -3.42 0.32 -0.55
C 3.16 -2.74 0.31 1.33
C 2.38 -3.50 -0.70 0.05
O 3.37 -4.03 -1.53 -0.57
C 4.71 -3.62 -1.15 -0.57
H 4.38 -4.35 0.87 0.27
H 5.20 -2.76 0.84 0.42
H 3.15 -1.70 -0.01 -0.36
H 2.64 -2.87 1.26 -0.84
H 1.65 -2.83 -1.17 -0.18
H 1.92 -4.38 -0.26 0.36
H 4.98 -2.76 -1.77 0.16
H 5.41 -4.45 -1.28 0.39
C -4.57 -4.89 -0.30 -0.71
C -4.50 -4.83 1.21 -0.61
C -4.51 -3.35 1.59 -0.09
O -3.92 -2.77 0.40 -0.34
C -3.67 -3.68 -0.64 0.09
H -5.58 -4.66 -0.64 0.30
H -4.29 -5.86 -0.72 0.37
H -3.60 -5.33 1.55 0.14
H -5.28 -5.44 1.65 0.46
H -3.88 -3.12 2.45 -0.04
H -5.51 -2.92 1.63 0.33
H -2.64 -4.04 -0.61 0.04
H -3.91 -3.41 -1.66 0.15
C 0.10 5.73 -3.30 -0.81
C 0.37 4.77 -4.45 -0.40
C 1.26 3.73 -3.77 0.57
O 1.54 4.20 -2.43 -0.42
C 0.46 4.99 -2.02 0.29
H -0.91 6.13 -3.30 0.33
H 0.78 6.58 -3.38 0.33
H 0.89 5.27 -5.27 0.40
H -0.60 4.36 -4.73 0.08
H 2.19 3.56 -4.30 0.26
H 0.68 2.80 -3.78 -0.59
H 0.83 5.64 -1.23 0.33
H -0.24 4.23 -1.71 -0.31
C -1.65 0.50 5.42 0.03
C -2.94 0.12 6.11 -0.74
C -3.39 -1.20 5.46 -0.56
O -2.60 -1.26 4.23 -0.32
C -1.85 -0.05 4.00 0.95
H -0.74 0.10 5.86 0.11
H -1.46 1.57 5.38 0.19
H -3.69 0.88 5.89 0.23
H -2.80 -0.03 7.18 0.39
H -4.44 -1.19 5.16 0.27
H -3.24 -2.05 6.12 0.33
H -2.46 0.63 3.40 0.13
H -0.96 -0.30 3.41 -0.90
C -0.46 0.39 0.62 3.33
C -1.69 -0.28 0.10 0.34
C -1.26 -0.99 -1.12 0.05
O -0.48 0.05 -1.76 0.47
C 0.30 0.69 -0.73 -0.17
H 0.07 -0.30 1.28 -1.87
H -0.73 1.26 1.22 -0.88
H -2.45 0.46 -0.16 -0.89
H -2.14 -0.87 0.90 0.49
H -2.11 -1.21 -1.77 -0.12
H -0.74 -1.93 -0.99 -0.51
H 0.47 1.75 -0.87 -0.30
H 1.31 0.26 -0.71 -0.20

# 2
16
Properties=species:S:1:pos:R:3:nbo_charge:R:1 method="wB97M-V/def2-TZVPD" total_energy_ha=-320.98799 spin_multiplicity=2 orbital_gap_ev="12.37 / 6.20" charge=+2 homo_ha="-0.718 / -0.718" de_lowest_ev=0.383 e_lumo_ev="-7.170 / -13.331"
N -0.44 -2.09 -1.34 -0.21
C -1.40 -1.01 -1.42 -0.01
O -0.67 0.21 -1.62 -0.66
H 0.26 -2.08 -2.10 0.43
H 0.10 -2.20 -0.48 0.42
H -2.01 -1.19 -2.31 0.28
H -2.03 -0.94 -0.53 0.24
H -1.27 0.76 -2.14 0.54
N 1.09 0.39 0.52 -0.74
C 0.52 1.16 1.43 0.40
N 1.08 1.58 2.52 -0.67
H 2.08 0.23 0.60 0.43
H 0.54 0.10 -0.29 0.43
H -0.50 1.49 1.29 0.23
H 0.57 2.17 3.17 0.46
H 2.07 1.43 2.70 0.44

# 3
19
Properties=species:S:1:pos:R:3:nbo_charge:R:1 method="wB97M-V/def2-TZVPD" total_energy_ha=-365.11364 orbital_gap_ev=8.85 homo_ha=-0.292 de_lowest_ev=3.206 e_lumo_ev=0.891
O 2.90 0.24 0.49 -0.61
C 2.72 -0.04 -0.68 0.32
C 1.45 -0.56 -1.23 -0.42
C 0.46 -1.13 -0.17 -0.44
C -0.59 -0.13 0.25 -0.04
C -1.88 -0.34 -0.10 -0.03
N -2.89 0.54 0.34 -0.85
C -0.22 1.03 1.15 -0.66
H 3.46 0.22 -1.44 0.13
H 1.55 0.60 -1.00 0.29
H 1.14 -0.79 -2.24 0.25
H 1.08 -1.45 0.67 0.23
H -0.02 -2.05 -0.52 0.22
H -2.26 -1.19 -0.65 0.18
H -2.98 0.68 1.33 0.37
H -3.79 0.40 -0.08 0.37
H -1.09 1.52 1.55 0.22
H 0.60 0.71 1.79 0.24
H 0.37 1.74 0.54 0.21

# 4
13
Properties=species:S:1:pos:R:3:nbo_charge:R:1 method="wB97M-V/def2-TZVPD" total_energy_ha=-248.85625 orbital_gap_ev=7.11 charge=-1 homo_ha=-0.090 de_lowest_ev=6.268 e_lumo_ev=4.657
C 0.03 -0.13 -0.97 -0.45
N 1.46 0.43 -0.50 -0.95
C -0.44 -0.47 0.53 -0.43
C -1.54 -0.15 -0.49 0.25
O -2.40 -0.88 -1.24 -0.83
H 0.32 0.93 -1.10 0.40
H 1.39 0.36 2.71 -0.02
H 0.00 -1.01 -1.66 0.22
H 2.00 0.16 -1.39 0.28
H -0.28 0.43 1.24 0.21
H -0.28 -1.51 0.87 0.20
H 1.65 0.95 2.37 0.02
H -1.89 0.90 -0.36 0.10

# 5
36
Properties=species:S:1:pos:R:3:nbo_charge:R:1 method="wB97M-V/def2-TZVPD" total_energy_ha=-917.10862 orbital_gap_ev=10.27 smiles=O.O.O.O.O.O.O.O.O.O.O.O homo_ha=-0.390 de_lowest_ev=5.898 e_lumo_ev=-0.354
O -1.33 0.95 0.16 -0.90
H -0.89 0.20 0.00 0.45
H -0.62 1.56 -0.02 0.47
O -3.28 1.58 1.81 -0.92
H -2.43 1.27 2.17 0.48
H -3.85 1.79 2.49 0.45
O -0.08 -2.73 -2.12 -0.96
H -0.74 -2.99 -2.87 0.49
H -0.41 -3.05 -1.27 0.47
O 3.14 -3.12 -0.39 -0.90
H 2.14 -3.05 -0.16 0.47
H 3.50 -2.39 0.11 0.44
O 3.07 0.91 -1.78 -0.95
H 2.29 0.78 -2.30 0.47
H 3.62 1.34 -2.54 0.48
O -3.47 -2.70 -2.22 -0.94
H -3.13 -3.55 -1.97 0.46
H -3.73 -2.35 -1.30 0.48
O 4.15 2.21 0.52 -0.93
H 3.26 1.96 0.82 0.47
H 4.01 2.20 -0.36 0.46
O 1.64 -2.21 1.89 -0.93
H 2.12 -2.01 2.65 0.48
H 2.26 -1.99 1.19 0.43
O -3.22 0.76 -0.82 -0.93
H -2.32 0.51 -1.27 0.47
H -3.82 0.41 -1.51 0.44
O 2.91 -0.05 2.02 -0.94
H 3.86 -0.02 1.78 0.48
H 2.50 -0.13 1.20 0.46
O -0.37 4.98 -1.59 -0.94
H -0.43 6.00 -1.57 0.47
H -0.23 4.80 -2.53 0.46
O -3.22 -0.68 2.83 -0.94
H -2.66 -0.51 2.09 0.46
H -3.88 0.02 2.71 0.47

# 6
95
Properties=species:S:1:pos:R:3:mulliken_charge:R:1 method="wB97M-V/def2-TZVPD" total_energy_ha=-3636.88787 orbital_gap_ev=7.18 smiles="CCC1=C(P(O)(O)=S)C(=O)C(I)=CC1=O.Fc1ccccc1.Fc1ccccc1.Fc1ccccc1.Fc1ccccc1.Fc1ccccc1.Fc1ccccc1" homo_ha=-0.334 e_lumo_ev=-1.921
C 0.26 2.67 6.16 -1.44
C -0.85 3.54 5.55 -0.18
C -2.22 2.93 5.39 0.52
C -3.38 3.61 5.54 0.02
P -3.45 5.41 5.90 0.76
O -4.79 5.99 5.26 -0.50
O -2.30 6.07 4.98 -0.38
S -3.30 5.78 7.76 -0.41
C -4.71 2.91 5.52 0.49
O -5.73 3.50 5.77 -0.52
C -4.73 1.45 5.20 -0.49
I -6.57 0.54 5.10 0.17
C -3.60 0.79 4.99 -0.38
C -2.29 1.47 5.05 -0.11
O -1.29 0.85 4.76 -0.53
H 0.83 3.27 6.87 0.35
H -0.14 1.80 6.69 0.41
H 0.94 2.29 5.40 0.29
H -0.52 3.91 4.57 0.32
H -0.96 4.42 6.18 0.34
H -4.98 5.69 4.37 0.36
H -2.12 5.57 4.18 0.35
H -3.56 -0.27 4.76 0.52
F -0.21 -5.82 2.09 -0.40
C -0.21 -4.59 2.64 0.33
C -1.13 -3.67 2.17 -0.39
C -1.10 -2.39 2.71 -0.18
C -0.19 -2.05 3.70 -0.83
C 0.71 -3.00 4.16 -0.39
C 0.71 -4.28 3.62 -0.54
H -1.82 -3.95 1.39 0.46
H -1.81 -1.65 2.34 0.52
H -0.19 -1.04 4.09 0.60
H 1.43 -2.74 4.92 0.40
H 1.41 -5.04 3.96 0.43
F -3.40 -0.42 0.92 -0.29
C -2.80 -0.38 -0.29 0.37
C -3.57 -0.51 -1.43 -0.58
C -2.94 -0.49 -2.66 -0.35
C -1.56 -0.32 -2.74 -0.73
C -0.81 -0.17 -1.58 -0.44
C -1.43 -0.21 -0.34 -0.36
H -4.64 -0.65 -1.33 0.44
H -3.52 -0.60 -3.56 0.41
H -1.07 -0.30 -3.71 0.61
H 0.26 -0.05 -1.64 0.42
H -0.85 -0.12 0.57 0.51
F 3.52 -2.59 -1.54 -0.35
C 2.80 -3.72 -1.67 0.50
C 2.16 -4.23 -0.56 -0.62
C 1.41 -5.39 -0.70 -0.06
C 1.32 -6.02 -1.94 -0.87
C 1.97 -5.48 -3.04 -0.21
C 2.72 -4.32 -2.91 -0.64
H 2.25 -3.73 0.39 0.49
H 0.90 -5.80 0.15 0.47
H 0.73 -6.92 -2.05 0.42
H 1.90 -5.96 -4.01 0.40
H 3.23 -3.87 -3.76 0.48
F 0.08 -1.55 -5.56 -0.34
C -0.32 -2.84 -5.67 0.57
C -1.08 -3.38 -4.65 -0.22
C -1.49 -4.70 -4.78 -0.56
C -1.13 -5.45 -5.89 -0.66
C -0.36 -4.87 -6.89 -0.40
C 0.05 -3.55 -6.79 -0.60
H -1.34 -2.79 -3.79 0.38
H -2.08 -5.15 -3.99 0.41
H -1.45 -6.48 -5.98 0.39
H -0.08 -5.45 -7.76 0.40
H 0.65 -3.08 -7.56 0.68
F 1.84 -2.37 -9.17 -0.28
C 3.07 -2.09 -9.67 0.51
C 3.98 -1.44 -8.86 -0.47
C 5.24 -1.17 -9.38 -0.24
C 5.56 -1.53 -10.68 -0.61
C 4.61 -2.18 -11.47 -0.28
C 3.35 -2.47 -10.97 -0.60
H 3.70 -1.17 -7.86 0.45
H 5.97 -0.66 -8.76 0.35
H 6.54 -1.31 -11.08 0.37
H 4.86 -2.46 -12.49 0.35
H 2.60 -2.98 -11.56 0.41
F 1.28 5.72 4.88 -0.29
C 1.50 7.01 5.23 0.61
C 0.71 7.99 4.66 -0.33
C 0.94 9.31 5.03 -0.43
C 1.93 9.62 5.94 -0.58
C 2.71 8.61 6.50 -0.32
C 2.49 7.29 6.15 -0.53
H -0.05 7.72 3.95 0.35
H 0.33 10.09 4.60 0.35
H 2.11 10.65 6.23 0.38
H 3.48 8.85 7.21 0.35
H 3.08 6.48 6.57 0.42

# 7
8
Properties=species:S:1:pos:R:3:nbo_charge:R:1 method="wB97M-V/def2-TZVPD" total_energy_ha=-374.34521 orbital_gap_ev="8.76 / 8.46" homo_ha="-0.390 / -0.375" de_lowest_ev=3.644 e_lumo_ev="-1.853 / -1.748"
N 0.45 0.04 0.61 -0.18
N 1.55 0.07 -0.32 -0.06
C -0.77 -0.10 -0.12 0.80
O 1.69 1.32 0.02 -0.19
O -1.74 -0.33 0.78 -0.66
O -0.92 -0.01 -1.31 -0.56
H -2.57 -0.45 0.30 0.50
H 2.30 -0.54 0.04 0.36

# 8
2
Properties=species:S:1:pos:R:3:nbo_charge:R:1 method="wB97M-V/def2-TZVPD" total_energy_ha=-150.27708 orbital_gap_ev=7.81 smiles="O=O" homo_ha=-0.402 de_lowest_ev=0.532 e_lumo_ev=-3.123
O 0.00 0.00 0.66 0.00
O 0.00 0.00 -0.66 0.00

# 9
75
Properties=species:S:1:pos:R:3:mulliken_charge:R:1 method="wB97M-V/def2-TZVPD" total_energy_ha=-4305.57158 orbital_gap_ev=8.13 charge=+2 homo_ha=-0.492 de_lowest_ev=0.334 e_lumo_ev=-5.271
Bi -0.40 0.24 -1.07 1.87
O -1.88 -0.64 0.53 -0.70
S -3.32 -0.37 1.02 0.09
C -3.30 1.35 1.60 -0.17
C -2.73 1.46 3.02 -1.35
C -1.29 0.96 3.17 -0.09
C -0.27 1.90 2.55 -0.26
S 1.37 1.21 2.14 -0.11
O 1.13 0.36 0.91 -0.42
C 1.66 0.09 3.49 0.67
C 2.41 0.56 4.56 -0.47
C 2.65 -0.27 5.64 -0.65
C 2.18 -1.57 5.63 -0.49
C 1.45 -2.05 4.54 -0.81
C 1.19 -1.22 3.47 -0.08
C -4.35 -0.25 -0.43 1.04
C -5.40 -1.14 -0.50 -0.55
C -6.24 -1.11 -1.61 -0.66
C -6.00 -0.21 -2.63 -0.56
C -4.93 0.67 -2.56 -0.71
C -4.10 0.66 -1.45 -0.07
H -4.34 1.67 1.58 0.62
H -2.76 1.95 0.87 0.03
H -3.38 0.90 3.69 0.36
H -2.81 2.51 3.33 0.41
H -1.21 -0.03 2.73 0.07
H -1.06 0.85 4.23 0.49
H -0.09 2.77 3.18 0.63
H -0.60 2.29 1.58 -0.17
H 2.80 1.57 4.55 0.48
H 3.23 0.09 6.48 0.43
H 2.38 -2.22 6.47 0.42
H 1.09 -3.07 4.54 0.47
H 0.63 -1.57 2.62 0.12
H -5.57 -1.85 0.30 0.43
H -7.07 -1.80 -1.68 0.42
H -6.64 -0.20 -3.50 0.42
H -4.74 1.36 -3.37 0.39
H -3.27 1.36 -1.39 0.18
Cl -1.08 2.43 -3.69 -0.02
C -1.54 3.96 -2.90 -0.48
Cl -1.29 3.92 -1.14 -0.09
H -2.60 4.14 -3.08 0.40
H -0.93 4.76 -3.30 0.41
C 0.84 -3.16 0.10 -1.59
P 1.19 -1.89 -1.13 1.10
C 1.03 -2.71 -2.74 -1.23
C 2.92 -1.39 -0.98 0.49
C 3.83 -2.22 -0.33 -0.84
C 5.17 -1.87 -0.27 -0.79
C 5.61 -0.69 -0.86 -0.94
C 4.70 0.14 -1.50 -0.76
C 3.35 -0.20 -1.57 0.30
P 2.15 0.93 -2.33 0.77
C 2.63 1.08 -4.07 -1.31
C 2.53 2.55 -1.59 -1.16
H 1.16 -2.83 1.08 0.42
H 1.34 -4.09 -0.16 0.56
H -0.24 -3.34 0.11 0.39
H 1.84 -3.42 -2.85 0.47
H 1.07 -1.98 -3.55 0.31
H 0.07 -3.22 -2.80 0.44
H 3.51 -3.14 0.13 0.40
H 5.87 -2.51 0.24 0.45
H 6.66 -0.42 -0.82 0.44
H 5.06 1.06 -1.95 0.32
H 2.57 0.11 -4.57 0.38
H 3.65 1.45 -4.15 0.43
H 1.96 1.78 -4.58 0.42
H 3.54 2.89 -1.85 0.48
H 2.46 2.48 -0.50 0.24
H 1.81 3.29 -1.94 0.34
S -3.48 -2.63 -3.19 -0.31
C -2.32 -1.63 -2.85 0.57
N -1.43 -0.87 -2.60 -0.73